A structure of composition C36H47MnN5P2. Source: the Open Molecules 2025 dataset; level of theory: ωB97M-V/def2-TZVPD.

For the HOMO-LUMO gap (alpha / beta), the calculation gives 0.198 / 0.266 Ha. The multiplicity is 6. As for the highest occupied orbital energy (alpha / beta): -5.2 / -7.5 eV.

```
91
Properties=species:S:1:pos:R:3:mulliken_spin:R:1
Mn 0.18791 -0.91618 -0.04561 4.52
C -0.42409 -6.61911 -3.99431 0.00
C -0.49542 -5.54099 -4.78142 0.00
C -1.70214 -5.16987 -5.57364 0.00
C -3.03582 -5.24711 -4.77967 0.00
C -2.94795 -4.83514 -3.33991 0.00
C -2.69408 -5.70726 -2.35557 0.00
C -2.55215 -7.17997 -2.63706 0.00
C -1.56372 -7.56813 -3.78310 0.00
C -0.54763 -0.26793 1.65405 0.19
H 0.52168 -6.95664 -3.56083 0.00
H 0.37643 -4.92879 -5.00542 0.00
H -1.80939 -5.82499 -6.45412 0.00
H -1.56771 -4.14624 -5.95109 0.00
H -3.72644 -4.55407 -5.28888 0.00
H -3.44734 -6.26630 -4.88917 0.00
H -3.28603 -3.81423 -3.15664 0.00
H -2.70776 -5.43837 -1.29402 0.00
H -3.51899 -7.63705 -2.91781 0.00
H -2.21562 -7.68743 -1.71895 0.00
H -1.12157 -8.52996 -3.48220 0.00
H -2.12128 -7.73805 -4.72001 0.00
H 0.35011 0.07050 2.19561 0.01
H -1.17072 -0.94415 2.26116 0.01
H -1.15996 0.58548 1.30445 -0.02
P -2.11233 -1.04091 -0.76911 0.09
P 0.56920 -0.92436 -2.35524 0.08
N -3.16384 -2.15440 0.06973 -0.01
N -3.19441 0.36184 -0.82658 -0.02
N 0.95879 -2.65439 -2.18001 -0.01
N 1.84444 -0.27482 -3.30403 0.02
C -2.13068 -1.60610 -2.51183 0.02
C -0.94494 -1.06632 -3.35005 -0.03
C -2.77270 -2.83634 1.22626 0.01
C -3.83731 -3.59376 1.67794 0.00
C -4.93633 -3.36884 0.77613 0.00
C -4.49773 -2.47952 -0.19565 0.00
C -3.62571 1.06042 0.30844 -0.01
C -4.44593 2.10307 -0.08858 0.00
C -4.50598 2.07472 -1.52460 0.00
C -3.71997 1.00729 -1.94593 0.01
C 1.18162 -3.27715 -0.95529 -0.02
C 1.62972 -4.56974 -1.21876 0.01
C 1.67015 -4.72835 -2.62626 0.01
C 1.22916 -3.54306 -3.19813 0.00
C 2.58825 -0.83711 -4.35136 0.01
C 3.48721 0.11313 -4.80438 0.00
C 3.32600 1.28543 -3.99309 0.00
C 2.32734 1.02210 -3.07367 0.01
H -3.09543 -1.33107 -2.97498 0.00
H -2.05905 -2.70478 -2.48134 0.01
H -0.73047 -1.69728 -4.22782 0.00
H -1.18495 -0.05972 -3.72617 -0.01
H -1.78371 -2.68831 1.62984 0.03
H -3.83049 -4.24203 2.54509 0.00
H -5.91479 -3.82090 0.84543 0.00
H -5.01834 -2.03695 -1.02996 0.00
H -3.30819 0.75890 1.29520 0.01
H -4.92649 2.82667 0.55702 0.00
H -5.02608 2.77835 -2.16433 0.00
H -3.49387 0.64979 -2.93916 0.00
H 0.96827 -2.74612 -0.00968 0.06
H 1.89409 -5.33882 -0.49858 0.00
H 1.93266 -5.61793 -3.17331 0.00
H 1.01252 -3.24710 -4.21458 0.00
H 2.39778 -1.84942 -4.65713 0.00
H 4.17466 -0.00624 -5.62610 0.00
H 3.87774 2.20992 -4.08607 0.00
H 1.90999 1.63717 -2.28974 -0.01
C 2.36540 3.38426 3.16027 0.00
N 1.76802 3.81985 1.92432 0.00
C 1.08111 5.08366 2.07374 0.00
C 1.14872 2.80906 1.06117 -0.01
C 2.15670 1.75461 0.63118 -0.22
C 3.47465 2.24745 0.52314 0.00
C 4.59081 1.44232 0.28510 0.00
C 4.38476 0.07832 0.12502 0.01
C 3.06833 -0.43934 0.19493 -0.14
C 1.93857 0.37880 0.36864 0.34
H 2.94943 4.23770 3.54461 0.00
H 3.03738 2.53817 3.00120 0.00
H 1.61204 3.11236 3.92410 0.00
H 0.74868 5.45456 1.10287 0.00
H 0.21087 5.01726 2.74839 0.00
H 1.78599 5.80439 2.50876 0.00
H 0.24821 2.36166 1.50562 0.00
H 0.77755 3.39477 0.20678 0.00
H 3.64904 3.31057 0.70495 0.00
H 5.58835 1.88569 0.25575 0.00
H 5.24714 -0.56475 -0.05596 0.00
H 2.96328 -1.53016 0.11000 0.01
```

=====

A structure of composition C36H47N5P2Sn. Source: the Open Molecules 2025 dataset; level of theory: ωB97M-V/def2-TZVPD.

For the HOMO-LUMO gap, the calculation gives 0.251 Ha. As for the highest occupied orbital energy: -7.8 eV.

```
91
Properties=species:S:1:pos:R:3:lowdin_charge:R:1
Sn 0.65125 -2.30177 3.12636 1.05
C -0.99785 2.86200 3.07848 -0.12
C -1.78311 2.42743 2.07517 -0.11
C -1.24383 1.85977 0.79946 -0.22
C 0.11255 1.07376 0.87533 -0.19
C 1.22709 1.84382 0.24245 -0.13
C 1.76030 2.89271 0.90489 -0.11
C 0.85660 3.92069 1.53995 -0.17
C 0.31401 3.60996 2.98062 -0.18
C 2.06781 -2.89915 4.79906 -0.33
H -1.34165 2.74805 4.11591 0.10
H -2.88852 2.41088 2.13548 0.11
H -1.21516 2.66955 0.06577 0.09
H -1.97660 1.16538 0.39036 0.10
H 0.35046 0.87174 1.95537 0.07
H -0.05208 0.06547 0.43259 0.09
H 1.56400 1.55475 -0.77134 0.09
H 2.84923 3.09749 0.91548 0.11
H -0.01365 4.10742 0.88144 0.11
H 1.41338 4.86837 1.66705 0.11
H 1.09278 3.12829 3.59653 0.08
H 0.11092 4.54441 3.52826 0.11
H 1.71287 -2.41598 5.73005 -0.01
H 3.09324 -2.54094 4.57646 0.00
H 2.03241 -3.98287 4.93047 -0.04
P 1.68994 -1.39465 -2.99683 1.09
P -1.80460 -0.97023 -3.06489 1.11
N 2.96457 -0.23492 -3.23733 -0.29
N 2.41833 -2.65127 -4.09400 -0.25
N -1.82569 0.84086 -3.51058 -0.24
N -3.35455 -1.42294 -3.77305 -0.29
C 0.62232 -0.64177 -4.33491 -0.42
C -0.72463 -1.36882 -4.52536 -0.40
C 3.92790 0.06389 -2.26646 -0.16
C 4.90198 0.86212 -2.84369 -0.09
C 4.54652 1.04977 -4.22160 -0.08
C 3.35287 0.38176 -4.43374 -0.15
C 2.63809 -3.96667 -3.67620 -0.16
C 3.00349 -4.73503 -4.77169 -0.11
C 2.99733 -3.87516 -5.90896 -0.10
C 2.66759 -2.60958 -5.46724 -0.16
C -1.37735 1.74410 -2.54348 -0.18
C -1.39385 3.03467 -3.05845 -0.09
C -1.74156 2.92802 -4.44118 -0.08
C -1.96929 1.57490 -4.69663 -0.17
C -4.17392 -0.75282 -4.69025 -0.13
C -5.24028 -1.58504 -5.03685 -0.08
C -5.06489 -2.82030 -4.32054 -0.10
C -3.90649 -2.70376 -3.56679 -0.16
H 1.12272 -0.65569 -5.31447 0.05
H 0.45781 0.41379 -4.04346 0.07
H -1.21887 -1.03916 -5.45720 0.08
H -0.59948 -2.46645 -4.59294 0.08
H 3.83211 -0.31953 -1.25874 0.10
H 5.77742 1.25913 -2.35534 0.09
H 5.09007 1.57340 -4.99420 0.09
H 2.74594 0.31720 -5.32776 0.09
H 2.51905 -4.22773 -2.63541 0.09
H 3.24766 -5.79349 -4.76668 0.09
H 3.20070 -4.14489 -6.95085 0.10
H 2.58340 -1.67694 -6.02570 0.09
H -1.04394 1.37427 -1.58769 0.05
H -1.22434 3.94762 -2.49769 0.09
H -1.82886 3.73561 -5.16437 0.10
H -2.22404 1.09870 -5.63795 0.10
H -3.94463 0.24450 -4.99999 0.07
H -6.03768 -1.33497 -5.70984 0.09
H -5.72075 -3.67453 -4.36458 0.09
H -3.41826 -3.39625 -2.90181 0.09
C -2.69105 0.26251 6.66966 -0.10
N -2.34490 -1.02680 6.13306 -0.28
C -3.11960 -1.52651 5.03151 -0.10
C -0.96739 -1.48279 6.30026 -0.17
C 0.04677 -0.49271 5.78229 -0.29
C 0.50504 0.44577 6.71850 -0.06
C 1.48116 1.37266 6.37522 -0.08
C 2.03558 1.33369 5.10097 -0.11
C 1.55488 0.41055 4.14362 -0.19
C 0.53771 -0.48436 4.47207 -0.36
H -3.77868 0.34112 6.81349 0.09
H -2.38764 1.09524 6.01248 0.08
H -2.19414 0.38765 7.63724 0.08
H -2.56115 -1.49710 4.07154 0.06
H -3.40209 -2.58427 5.19395 0.08
H -4.03482 -0.92630 4.92924 0.08
H -0.81905 -1.57089 7.39834 0.13
H -0.81647 -2.48169 5.85635 0.11
H 0.08685 0.40075 7.72799 0.11
H 1.82341 2.09541 7.12439 0.11
H 2.86189 2.01868 4.85243 0.11
H 2.01739 0.34638 3.15117 0.08
```

=====

Computed F_max, in the same sequence as the records: 2.73 3.30 eV/A.
Computed total energy, in the same sequence as the records: -3507.21112 -2570.51321 hartree.